Entry 1:
This record from the OMol25 dataset describes a molecular structure, C58H48F6N4OPtS3Si. The level of theory is ωB97M-V with the def2-TZVPD basis set.

Cartesian coordinates (Å):
Pt: 0.74469 -1.11488 0.54274
N: -1.06686 -2.08434 1.12684
S: -1.91405 -0.89595 1.29900
N: -1.71373 0.25026 0.12626
S: -1.63647 1.69699 -0.21957
N: -0.32356 2.25669 -0.78847
S: 1.25694 1.77486 -0.60348
N: 1.77248 0.50485 -0.12126
C: 1.88776 3.05616 0.45934
C: 2.59581 2.59958 1.55926
C: 3.06450 3.53861 2.47336
C: 2.82710 4.89040 2.26821
C: 2.11808 5.32648 1.15027
C: 1.63825 4.40524 0.23439
C: 1.83827 2.23904 -2.22464
C: 0.98827 2.40749 -3.30817
C: 1.53820 2.57982 -4.57144
C: 2.91604 2.57987 -4.73604
C: 3.75555 2.40737 -3.64179
C: 3.22013 2.23142 -2.37700
C: -2.79027 2.00385 -1.52413
C: -3.74520 1.04509 -1.78978
C: -4.66345 1.28483 -2.80652
C: -4.60105 2.46228 -3.53065
C: -3.62078 3.41035 -3.25972
C: -2.70211 3.18614 -2.24597
C: -2.13851 2.78539 1.09049
C: -1.17960 3.10305 2.04056
C: -1.52871 3.93842 3.08961
C: -2.81577 4.45006 3.17478
C: -3.76347 4.12948 2.21413
C: -3.42815 3.29181 1.15699
C: -1.67720 0.07060 2.80168
C: -0.35660 0.26309 3.20297
C: -0.10571 0.97745 4.36588
C: -1.15146 1.48022 5.12812
C: -2.46282 1.25832 4.73537
C: -2.73403 0.54807 3.57432
C: -3.64304 -1.28699 1.24635
C: -4.64863 -0.33870 1.11110
C: -5.96827 -0.75988 1.04592
C: -6.26608 -2.11626 1.11147
C: -5.25093 -3.05167 1.23196
C: -3.92573 -2.64005 1.30021
H: 2.74875 1.52671 1.68746
H: 3.61792 3.20843 3.34339
H: 3.20195 5.61559 2.98003
H: 1.93874 6.38345 0.99904
H: 1.07465 4.72070 -0.63608
H: -0.08270 2.38873 -3.16807
H: 0.88744 2.69991 -5.42845
H: 3.33975 2.70356 -5.72497
H: 4.82918 2.38729 -3.77677
H: 3.86244 2.05974 -1.52031
H: -3.74059 0.11084 -1.24661
H: -5.40860 0.53618 -3.04169
H: -5.31362 2.64064 -4.32633
H: -3.56847 4.32190 -3.84039
H: -1.92424 3.90437 -2.01977
H: -0.17662 2.70105 1.97407
H: -0.78587 4.18851 3.83625
H: -3.08265 5.10475 3.99535
H: -4.76405 4.53758 2.27663
H: -4.16094 3.05161 0.39625
H: 0.51491 -0.16531 2.69339
H: 0.92354 1.10667 4.67787
H: -0.94579 2.02223 6.04365
H: -3.28422 1.62934 5.33546
H: -3.76012 0.35947 3.30680
H: -4.40824 0.71657 1.04691
H: -6.76159 -0.03110 0.93887
H: -7.29721 -2.44370 1.06594
H: -5.48556 -4.10720 1.27006
H: -3.10545 -3.34303 1.38338
C: 3.45553 -0.95235 4.60256
C: 2.94370 -1.66552 3.33249
O: 2.41878 -0.82196 2.43198
C: 1.90424 -2.72952 3.78673
F: 0.76826 -2.11376 4.18372
F: 2.29936 -3.47564 4.84222
F: 1.56008 -3.58488 2.81743
C: 4.13923 -2.40977 2.68482
F: 5.16720 -1.55662 2.49184
F: 3.84192 -2.92806 1.48656
F: 4.62562 -3.42413 3.43436
H: 2.59533 -0.53225 5.12583
H: 4.10442 -0.14143 4.27812
H: 4.00199 -1.60319 5.28785
C: 1.05145 -6.90655 -0.42135
C: -0.07316 -6.11920 -0.19764
C: -0.02752 -4.75715 -0.45608
C: 1.13701 -4.15691 -0.94767
C: 2.25994 -4.95947 -1.15458
C: 2.21812 -6.32614 -0.89646
Si: 1.14806 -2.33441 -1.33195
C: 2.79983 -1.89598 -2.09407
C: 3.02998 -2.19983 -3.44020
C: 4.25444 -1.92876 -4.03859
C: 5.27640 -1.35429 -3.29192
C: 5.06779 -1.05274 -1.95143
C: 3.83921 -1.31693 -1.35756
C: -0.13902 -2.06924 -2.69743
C: -0.53966 -0.77493 -3.03412
C: -1.39871 -0.52308 -4.09424
C: -1.90768 -1.58133 -4.83924
C: -1.53794 -2.88050 -4.51795
C: -0.65804 -3.11794 -3.46385
H: 1.01933 -7.96995 -0.21550
H: -0.98124 -6.56871 0.18774
H: -0.89888 -4.14181 -0.25630
H: 3.18144 -4.51370 -1.51446
H: 3.09996 -6.93398 -1.05949
H: 2.23892 -2.64587 -4.03609
H: 4.41142 -2.16629 -5.08442
H: 6.23653 -1.15241 -3.75235
H: 5.86695 -0.61669 -1.36215
H: 3.68453 -1.08173 -0.30913
H: -0.15017 0.05121 -2.45146
H: -1.67626 0.49809 -4.34373
H: -2.58329 -1.39312 -5.66587
H: -1.92535 -3.71151 -5.09601
H: -0.37262 -4.13957 -3.23526

## Properties
Orbital gap (eV): 6.2783
Energy above the lowest of the compared OMol25 structures with the same formula, charge and spin (kcal per mole): 6.8
E_LUMO (Ha): -0.00770
HOMO level (eV): -6.488

Results of the Löwdin charge analysis, in e, for atoms 1 through 8: number 1, Pt, carries 0.77; number 2, N, carries -0.36; number 3, S, carries 0.77; number 4, N, carries -0.37; number 5, S, carries 0.83; number 6, N, carries -0.36; number 7, S, carries 0.77; number 8, N, carries -0.38

---

Entry 2:
This record from the OMol25 dataset describes a molecular structure, C58H50Br3FGeNP3TeTi. The level of theory is ωB97M-V with the def2-TZVPD basis set.

Cartesian coordinates (Å):
Ti: 0.19061 0.06344 -1.12000
F: 0.93737 0.07385 -6.38429
Ge: 0.82970 0.02578 -4.61712
C: 2.69358 -0.47382 -4.31438
C: 3.36610 -0.89564 -5.46968
C: 4.74826 -0.98232 -5.49859
C: 5.49594 -0.62058 -4.38603
C: 4.85083 -0.23119 -3.22937
C: 3.45177 -0.18741 -3.17972
P: 2.78341 0.14156 -1.52728
C: 3.58700 -1.13119 -0.48848
C: 4.32731 -2.15873 -1.06949
C: 5.07123 -3.01660 -0.27002
C: 5.05371 -2.88763 1.10810
C: 4.26715 -1.90635 1.69828
C: 3.53935 -1.03802 0.90481
C: 3.58144 1.73284 -1.11484
C: 4.08422 2.06298 0.14394
C: 4.79171 3.24240 0.32554
C: 5.01725 4.09480 -0.74534
C: 4.51273 3.77814 -1.99748
C: 3.78351 2.61458 -2.18055
C: -0.44777 -1.45154 -4.66389
C: -1.14549 -1.52457 -5.87542
C: -1.85718 -2.66339 -6.21233
C: -1.84475 -3.76463 -5.37253
C: -1.20010 -3.68417 -4.15447
C: -0.53783 -2.51561 -3.76606
P: -0.07638 -2.41818 -2.00709
C: -1.54554 -3.13431 -1.14681
C: -1.59739 -4.52462 -0.99524
C: -2.73597 -5.13883 -0.49728
C: -3.84442 -4.38085 -0.14827
C: -3.78832 -3.00166 -0.26630
C: -2.64571 -2.38302 -0.74773
C: 1.23139 -3.64443 -1.77946
C: 1.91343 -4.09792 -2.91067
C: 2.81728 -5.14713 -2.80353
C: 3.04414 -5.73841 -1.57030
C: 2.39295 -5.26357 -0.43750
C: 1.49996 -4.21128 -0.53306
C: 0.71883 2.01059 -4.36995
C: 1.33695 2.56969 -5.50847
C: 1.27084 3.92241 -5.79630
C: 0.55992 4.76962 -4.96826
C: 0.01628 4.26150 -3.80910
C: 0.13045 2.90969 -3.45895
P: -0.48526 2.61891 -1.75974
C: 0.33394 3.93815 -0.78697
C: -0.17021 4.35316 0.44927
C: 0.42669 5.38256 1.15499
C: 1.56365 6.00259 0.65606
C: 2.09989 5.57194 -0.54526
C: 1.49377 4.54805 -1.25976
C: -2.25540 3.09203 -1.95463
C: -3.05707 3.61359 -0.93766
C: -4.37618 3.96490 -1.18366
C: -4.92416 3.79387 -2.44510
C: -4.13955 3.27577 -3.46277
C: -2.82206 2.92687 -3.22036
H: 2.80251 -1.12178 -6.36211
H: 5.24574 -1.30493 -6.40354
H: 6.57658 -0.65249 -4.41644
H: 5.43621 0.01976 -2.35345
H: 4.36420 -2.28340 -2.14118
H: 5.66738 -3.78813 -0.73691
H: 5.64242 -3.55396 1.72423
H: 4.22804 -1.80983 2.77486
H: 2.92114 -0.29757 1.38888
H: 3.98660 1.39239 0.98058
H: 5.18945 3.47888 1.30301
H: 5.59467 4.99869 -0.60477
H: 4.68930 4.43548 -2.83892
H: 3.40588 2.37853 -3.16854
H: -1.11420 -0.70553 -6.57462
H: -2.39837 -2.69677 -7.14832
H: -2.35968 -4.67448 -5.64889
H: -1.24052 -4.53421 -3.48748
H: -0.76060 -5.14873 -1.27235
H: -2.75349 -6.21523 -0.39211
H: -4.73904 -4.86307 0.22187
H: -4.63533 -2.39360 0.02186
H: -2.64121 -1.29937 -0.78660
H: 1.71835 -3.66202 -3.88057
H: 3.32365 -5.51170 -3.68685
H: 3.73043 -6.57098 -1.48906
H: 2.57507 -5.72269 0.52493
H: 0.97094 -3.87805 0.35004
H: 1.85170 1.93739 -6.20953
H: 1.75029 4.29907 -6.68991
H: 0.44891 5.81894 -5.20581
H: -0.49629 4.93861 -3.13688
H: -1.02345 3.86867 0.88893
H: 0.00603 5.69628 2.10099
H: 2.02772 6.81255 1.20218
H: 2.98720 6.04398 -0.94516
H: 1.92413 4.25112 -2.20341
H: -2.68245 3.77734 0.05486
H: -4.97135 4.37891 -0.38125
H: -5.95310 4.06683 -2.63496
H: -4.54823 3.14096 -4.45474
H: -2.23785 2.53202 -4.03985
Br: -1.89722 1.38417 1.38751
C: -0.53679 1.64151 2.74359
Br: 1.21922 2.09532 2.08019
H: -0.47152 0.72176 3.31362
H: -0.86387 2.47953 3.34660
Br: 0.25642 -1.22322 0.91275
N: -2.48166 0.00874 -2.87984
C: -1.50009 0.06548 -2.27118
C: -4.34455 -2.01766 3.76027
Te: -2.31259 -2.45222 3.33492
C: -2.39169 -4.42115 4.11938
H: -4.98393 -2.70818 3.21722
H: -4.54674 -0.99945 3.43635
H: -4.51669 -2.09772 4.82947
H: -2.63094 -4.38583 5.17773
H: -1.41383 -4.87539 3.98068
H: -3.13926 -4.99017 3.57399

## Properties
Orbital gap (eV): 4.3226
Energy above the lowest of the compared OMol25 structures with the same formula, charge and spin (kcal per mole): 15.5
E_LUMO (Ha): -0.26194
Total charge: +2
HOMO level (eV): -11.450

Results of the Löwdin charge analysis, in e, for atoms 1 through 8: number 1, Ti, carries 0.29; number 2, F, carries -0.27; number 3, Ge, carries 0.96; number 4, C, carries -0.25; number 5, C, carries -0.07; number 6, C, carries -0.03; number 7, C, carries -0.04; number 8, C, carries -0.10